[1]
{
  "formula": "C21H25N2",
  "method": "ωB97M-V with the def2-TZVPD basis set",
  "charge": 1,
  "lumo_energy_ev": -5.2,
  "orbital_gap_ha": 0.1983,
  "elements": ["N", "N", "C", "C", "C", "C", "C", "C", "C", "C", "C", "C", "C", "C", "C", "C", "C", "C", "C", "C", "C", "C", "C", "H", "H", "H", "H", "H", "H", "H", "H", "H", "H", "H", "H", "H", "H", "H", "H", "H", "H", "H", "H", "H", "H", "H", "H", "H"],
  "xyz": [[-1.9240, -4.6278, 0.3979], [-0.8281, -2.6681, 0.3194], [0.5805, 3.1309, -3.5719], [-0.5447, -4.9982, 0.6749], [-0.4072, 0.6248, 1.2326], [-0.8753, 1.6865, -2.2907], [-0.3893, 3.2738, -4.5545], [1.2682, 0.5058, 4.5434], [3.6449, 0.2390, 5.2577], [-0.1716, 0.7670, -0.1173], [-1.9686, -3.2461, 0.1324], [1.9661, 0.3048, 1.8825], [-3.1625, -2.5172, -0.3406], [2.9318, 0.2216, 2.8545], [-1.6000, 2.6056, -4.4001], [-1.8498, 1.8347, -3.2897], [-0.1442, 4.1450, -5.7358], [0.2913, 0.5870, 3.5808], [0.6144, 0.4891, 2.2190], [0.3517, 2.3455, -2.4733], [-1.1610, 1.0343, -1.0487], [2.6018, 0.3223, 4.2007], [0.1327, -3.6153, 0.7178], [-2.4930, -5.3004, -0.1208], [-2.9464, -2.0155, -1.2827], [-0.7325, 0.7554, 3.8677], [-2.8020, 1.3503, -3.1701], [1.1009, 2.3003, -1.7044], [1.0066, 0.5990, 5.5830], [-0.1365, -5.6344, -0.1180], [-3.4511, -1.7576, 0.3837], [-1.4174, 0.7553, 1.5786], [1.0041, -3.5546, 0.0501], [2.2571, 0.2284, 0.8517], [-2.3569, 2.7223, -5.1557], [-0.4761, -5.5355, 1.6262], [3.4386, -0.5995, 5.9247], [-4.0123, -3.1810, -0.4926], [1.5094, 3.6690, -3.6557], [-2.1909, 0.9220, -0.7525], [0.8481, 4.6022, -5.6893], [0.4706, -3.3664, 1.7334], [3.9600, 0.0857, 2.5691], [4.6378, 0.0921, 4.8284], [3.6651, 1.1547, 5.8519], [-0.8824, 4.9496, -5.7798], [0.8484, 0.7516, -0.4606], [-0.2064, 3.5623, -6.6575]],
  "forces_ev_per_a": [[-1.08, 0.28, -0.44], [-2.26, 1.36, -0.63], [0.09, -0.04, 0.11], [0.11, -0.27, 0.04], [0.33, 0.05, -0.15], [-0.05, -0.16, -0.08], [0.02, 0.05, -0.07], [-0.24, 0.06, 0.07], [0.37, -0.05, 0.06], [-0.15, -0.21, -0.25], [2.19, -0.90, 0.18], [-0.06, 0.01, -0.03], [-0.64, -0.11, -0.10], [-0.03, -0.01, -0.27], [-0.15, -0.12, 0.04], [0.03, 0.08, 0.11], [0.24, 0.24, -0.19], [-0.05, 0.02, -0.03], [0.00, 0.02, -0.02], [0.02, -0.09, 0.14], [0.73, 0.77, 0.44], [0.01, -0.01, 0.01], [1.39, -0.75, 0.57], [0.16, 0.70, 0.30], [0.07, -0.04, -0.01], [-0.25, -0.02, 0.07], [-0.28, -0.13, 0.01], [0.19, 0.01, 0.12], [-0.11, 0.00, 0.23], [-0.05, 0.04, 0.10], [-0.02, -0.01, 0.07], [-0.37, -0.22, 0.17], [-0.06, -0.08, 0.26], [0.11, -0.07, -0.23], [-0.20, -0.02, -0.16], [0.07, 0.05, -0.18], [0.00, 0.06, 0.07], [-0.01, 0.02, 0.02], [0.18, 0.07, -0.06], [-0.33, -0.22, -0.04], [-0.16, -0.07, -0.03], [0.12, -0.15, -0.14], [0.23, -0.05, -0.05], [-0.10, 0.02, 0.05], [-0.04, -0.07, 0.05], [0.00, -0.09, -0.09], [0.09, 0.00, -0.05], [-0.08, 0.09, 0.00]]
}


[2]
{
  "formula": "C21H25N2O3P2ReS",
  "method": "ωB97M-V with the def2-TZVPD basis set",
  "charge": 3,
  "lumo_energy_ev": [-10.3, -10.6],
  "s_squared": 3.773,
  "orbital_gap_ha": [0.2653, 0.2553],
  "spin_multiplicity": 4,
  "elements": ["Re", "S", "P", "P", "O", "O", "O", "N", "N", "C", "C", "C", "C", "C", "C", "C", "C", "C", "C", "C", "C", "C", "C", "C", "C", "C", "C", "C", "C", "C", "H", "H", "H", "H", "H", "H", "H", "H", "H", "H", "H", "H", "H", "H", "H", "H", "H", "H", "H", "H", "H", "H", "H", "H", "H"],
  "xyz": [[-0.4922, -0.4129, 0.4251], [-0.5297, 1.4362, 2.0493], [1.6460, -0.4218, -0.6718], [-2.6938, 0.4894, -1.8928], [-0.6178, -2.0978, -0.4924], [-0.4167, -3.1616, -2.4521], [-1.3400, 0.4821, -1.0625], [-1.6580, -0.8836, 2.3662], [-1.8928, 0.5214, 4.2108], [2.2726, 2.1013, -3.7550], [2.8304, 3.2087, -3.1259], [4.1549, -0.4005, 2.5814], [-2.6224, -0.4040, 4.8728], [1.7263, -1.4604, 1.7766], [2.1269, 0.9903, -1.6269], [2.6724, 2.1138, -0.9935], [2.1730, -1.6894, 3.0714], [1.9184, 0.9889, -3.0120], [3.3923, -1.1527, 3.4660], [-3.2969, -1.1722, -2.1171], [0.0870, -2.4906, -1.6172], [1.5263, -1.9797, -1.6206], [2.4867, -0.6761, 0.8848], [-2.8902, -1.6087, 4.2724], [3.0242, 3.2183, -1.7504], [-3.8934, 1.4832, -1.0278], [-1.4156, 0.3049, 2.9639], [-2.2992, 1.2226, -3.4633], [-2.3764, -1.8142, 2.9946], [3.7072, -0.1484, 1.2910], [-1.6698, 0.5463, -4.0423], [3.4601, 4.0834, -1.2699], [-3.5768, -1.6198, -1.1636], [-2.5371, -1.7914, -2.5972], [-3.2208, 1.4049, -4.0198], [-2.9601, -0.1300, 5.8645], [1.9053, -1.8849, -2.6369], [-4.1850, -1.1395, -2.7533], [-4.2502, 0.9674, -0.1357], [5.1135, -0.0112, 2.8979], [1.6149, -2.3258, 3.7448], [-3.4723, -2.3662, 4.7756], [3.7661, -1.3464, 4.4628], [1.5037, 0.1262, -3.5183], [-4.7466, 1.6675, -1.6837], [2.1468, -2.7244, -1.1119], [-1.7835, 2.1714, -3.3118], [2.1332, 2.1010, -4.8274], [4.3074, 0.4466, 0.6154], [-3.4523, 2.4408, -0.7491], [2.8244, 2.1289, 0.0786], [-2.5343, -2.7463, 2.4638], [0.8774, -2.0678, 1.4324], [3.1234, 4.0677, -3.7149], [-1.6970, 1.4151, 4.6550]],
  "forces_ev_per_a": [[0.49, -0.05, 0.30], [-0.08, 0.13, 0.16], [-0.16, 0.10, -0.12], [0.18, -0.05, -0.08], [0.15, -0.46, -0.17], [0.19, 0.16, 0.04], [-0.44, 0.21, -0.08], [-0.03, 0.22, -0.04], [0.03, -0.04, -0.08], [0.01, 0.00, 0.02], [0.00, 0.01, -0.04], [0.03, 0.05, -0.04], [-0.01, -0.07, -0.04], [-0.11, -0.01, 0.02], [0.15, -0.05, -0.08], [-0.09, 0.00, 0.05], [0.11, 0.10, -0.02], [0.02, -0.03, 0.03], [-0.08, -0.07, 0.10], [-0.03, 0.07, -0.02], [-0.29, 0.05, 0.13], [0.00, -0.03, 0.01], [0.06, -0.20, -0.01], [0.02, 0.05, 0.03], [0.00, -0.02, 0.03], [0.01, 0.00, 0.01], [-0.01, 0.08, 0.02], [-0.01, 0.01, 0.01], [0.03, -0.12, 0.04], [-0.09, 0.10, -0.04], [0.02, 0.00, 0.02], [0.00, 0.00, 0.01], [0.02, 0.00, 0.02], [-0.02, 0.00, 0.00], [-0.01, -0.02, 0.00], [-0.02, -0.03, 0.00], [-0.02, -0.02, 0.00], [0.01, 0.02, -0.01], [0.01, -0.01, 0.00], [0.01, -0.01, -0.01], [-0.02, -0.01, 0.00], [0.00, 0.00, 0.00], [0.00, 0.00, 0.00], [0.00, -0.02, 0.00], [-0.01, -0.02, 0.00], [0.00, 0.01, -0.02], [-0.01, 0.00, 0.01], [0.00, -0.01, 0.00], [0.01, -0.04, 0.00], [0.01, 0.00, -0.03], [-0.01, 0.02, -0.01], [-0.02, 0.00, 0.00], [0.01, -0.04, -0.10], [-0.01, 0.00, 0.00], [0.01, 0.02, -0.01]]
}


[3]
{
  "formula": "C21H25N2O3P2ReS",
  "method": "ωB97M-V with the def2-TZVPD basis set",
  "charge": 3,
  "lumo_energy_ev": [-10.3, -10.6],
  "s_squared": 3.773,
  "orbital_gap_ha": [0.2666, 0.2549],
  "spin_multiplicity": 4,
  "elements": ["Re", "S", "P", "P", "O", "O", "O", "N", "N", "C", "C", "C", "C", "C", "C", "C", "C", "C", "C", "C", "C", "C", "C", "C", "C", "C", "C", "C", "C", "C", "H", "H", "H", "H", "H", "H", "H", "H", "H", "H", "H", "H", "H", "H", "H", "H", "H", "H", "H", "H", "H", "H", "H", "H", "H"],
  "xyz": [[-0.4355, -0.4321, 0.4694], [-0.4822, 1.4553, 2.0985], [1.6304, -0.4840, -0.7415], [-2.6964, 0.5555, -1.8543], [-0.5543, -3.1422, -2.4090], [-1.3860, 0.4834, -0.9723], [-0.6084, -2.1555, -0.3994], [-1.5130, -0.8973, 2.3921], [-1.7722, 0.4526, 4.2687], [2.9056, 3.1829, -1.8324], [3.5430, -0.0389, 1.3318], [2.4293, -0.7091, 0.8460], [3.8907, -0.1860, 2.6678], [2.1538, 0.9023, -1.7195], [2.8830, 3.1099, -3.2214], [2.4853, 1.9417, -3.8599], [-2.2287, 1.3927, -3.3544], [3.1192, -0.9659, 3.5274], [2.1167, 0.8342, -3.1144], [1.4607, -2.0630, -1.6469], [-2.6673, -1.7255, 4.3006], [-3.9171, 1.5103, -0.9705], [1.6584, -1.5294, 1.7033], [2.0091, -1.6423, 3.0486], [0.0046, -2.5236, -1.5708], [-1.3065, 0.2901, 3.0097], [-2.4452, -0.5225, 4.9203], [-3.3201, -1.0739, -2.2109], [-2.1740, -1.8774, 3.0081], [2.5397, 2.0847, -1.0757], [-1.6111, 1.3459, 4.7281], [-1.7333, 2.3325, -3.1105], [2.5584, 2.1508, 0.0053], [4.7776, 0.3072, 3.0436], [3.2180, 4.0945, -1.3418], [2.0870, -2.8140, -1.1562], [-3.6378, -1.5799, -1.2989], [2.4797, 1.8881, -4.9399], [0.9621, -2.2746, 1.3013], [-3.1198, 1.6030, -3.9492], [-2.5604, -1.6800, -2.7061], [-2.3065, -2.7993, 2.4528], [1.7933, -2.0008, -2.6814], [-3.4870, 2.4581, -0.6472], [-3.2042, -2.5198, 4.7972], [1.8307, -0.0744, -3.6290], [3.4159, -1.0729, 4.5620], [-4.1827, -0.9762, -2.8746], [-4.2917, 0.9573, -0.1090], [4.1390, 0.5863, 0.6803], [-1.5584, 0.7630, -3.9398], [-2.7802, -0.2894, 5.9234], [1.4617, -2.3142, 3.6979], [3.1841, 3.9668, -3.8092], [-4.7569, 1.7153, -1.6382]],
  "forces_ev_per_a": [[0.42, 0.11, 0.08], [0.05, 0.07, -0.07], [0.03, 0.11, -0.32], [0.14, 0.04, 0.02], [-0.03, 0.00, -0.07], [-0.18, -0.05, 0.18], [-0.09, -0.12, -0.04], [-0.18, 0.10, 0.07], [0.04, 0.03, -0.05], [0.01, 0.00, 0.00], [-0.03, 0.16, -0.01], [-0.02, -0.16, -0.13], [0.00, 0.01, -0.01], [0.08, -0.11, 0.07], [-0.01, -0.02, 0.00], [0.01, 0.03, 0.01], [-0.05, -0.04, 0.03], [-0.06, -0.02, 0.00], [0.04, -0.09, -0.05], [0.02, 0.04, 0.05], [0.01, 0.02, 0.01], [-0.01, -0.04, -0.09], [-0.19, -0.08, 0.02], [0.07, 0.01, 0.10], [0.05, 0.05, 0.03], [-0.11, -0.15, 0.07], [-0.01, -0.02, 0.01], [0.00, 0.04, -0.01], [0.02, -0.05, 0.01], [-0.08, 0.03, 0.03], [-0.01, -0.01, 0.01], [-0.01, 0.01, 0.01], [-0.02, 0.02, 0.00], [0.01, 0.00, 0.00], [0.00, 0.00, 0.00], [0.00, 0.02, 0.03], [0.00, 0.03, 0.01], [0.00, -0.01, 0.00], [0.07, 0.06, -0.01], [-0.01, -0.01, 0.00], [0.01, 0.01, -0.01], [0.00, 0.00, 0.00], [-0.03, 0.01, 0.01], [0.02, 0.01, -0.02], [-0.01, 0.00, 0.01], [-0.01, 0.02, 0.00], [0.00, -0.01, 0.01], [-0.01, 0.00, 0.00], [0.03, -0.01, 0.01], [0.02, -0.03, 0.00], [0.01, -0.01, 0.02], [0.00, -0.01, 0.00], [0.00, 0.00, 0.00], [0.00, 0.00, 0.00], [-0.01, 0.00, 0.02]]
}


For reference, energy above the lowest of the compared OMol25 structures with the same formula, charge and spin by record: 2.054; 0.144; 0.000 eV.